Here is 2 unconnected molecules or ions with the total composition C4H11NO2 in a non-equilibrium geometry from the Open Molecules 2025 dataset. Energies are from the ωB97M-V functional and the def2-TZVPD basis.

XYZ file:
```
18
Properties=species:S:1:pos:R:3
O -0.123 1.398 1.500
O 1.741 -1.640 1.671
N -0.371 0.822 0.185
C 1.098 -2.013 -0.618
C -1.824 0.783 0.049
C 0.234 1.758 -0.760
C 0.860 -1.893 0.858
H 1.114 -3.068 -0.897
H 1.322 1.634 -0.744
H 0.517 0.767 1.889
H -0.173 -2.094 1.190
H -2.111 0.572 -0.988
H 2.045 -1.537 -0.883
H -0.090 1.543 -1.785
H 0.000 2.803 -0.531
H -2.222 -0.037 0.656
H 0.289 -1.513 -1.156
H -2.306 1.715 0.362
```

Computed properties:
**SMILES**: CN(C)O.CC=O
**HOMO energy**: -0.3458 Ha
**Frontier orbital gap**: 10.26 eV
**Energy above the lowest of the compared OMol25 structures with the same formula, charge and spin**: 2.973 eV